The following is a quantum chemistry calculation of a molecular structure, C19H27N6O3PtSe in a non-equilibrium geometry, from OMol25.

Atoms and positions in Å:
H: 0.4556 2.1654 4.2038
H: 1.3233 -0.2008 4.8079
H: -0.1845 -5.5551 0.5182
C: -1.5455 0.0963 4.7085
C: 0.6610 -3.5391 -1.2123
H: -0.9422 0.8107 6.5604
H: 0.6498 -4.1228 -2.1531
N: -2.7978 -3.8089 -0.2501
H: 0.5573 -1.1952 6.0851
H: 1.4180 -3.7836 -0.5179
H: -4.8064 -3.9710 -0.8147
N: -0.9329 -1.3650 1.5850
Pt: 0.0963 -0.0108 -0.7258
C: -0.9210 -4.8426 0.1380
H: -0.8320 1.7181 2.3683
H: -1.8749 -0.8755 5.0338
N: -0.6396 -3.7671 -0.6103
H: -1.4215 3.7696 -3.8769
N: -1.2584 -0.1472 3.2877
H: -2.6436 3.1157 -2.6756
H: -2.9327 -5.5442 0.9331
H: 0.4916 2.6115 5.9129
N: -1.2367 -1.3966 2.8059
O: 4.3457 2.6155 -4.8279
H: -1.4845 4.3590 -2.2631
H: 4.8863 0.8342 -5.6644
H: 3.4550 0.4190 -3.4982
H: 2.7955 4.5749 -4.5068
H: -4.3454 -2.3994 -0.3724
C: 1.1729 3.5627 -3.5004
H: 1.3857 0.2813 6.5380
C: -2.2938 -4.8916 0.3529
N: -0.7065 -0.0483 1.2156
C: -0.9391 0.6839 2.2967
H: 0.7167 -2.4942 -1.4830
C: -0.1177 2.1463 5.1300
C: -1.7811 -3.0687 -0.8029
C: -1.6340 3.4486 -2.8815
H: -2.4138 0.7654 4.7160
C: 5.3088 1.5225 -4.9728
O: -1.0962 1.5518 -1.6112
C: -4.1828 -3.4075 -0.1220
H: 6.1898 1.9592 -5.4432
O: 1.2041 0.1275 -2.4310
H: -4.5289 -3.5892 0.8742
H: 0.5316 4.4102 -3.5307
C: -0.4463 0.7178 5.5868
C: 0.6607 2.3969 -2.9694
C: 1.5358 1.2277 -2.9671
Se: -2.0332 -1.3693 -1.5285
H: 5.5911 1.2223 -3.9724
H: -1.0193 2.7243 5.0191
C: -0.6730 2.4206 -2.4213
C: 2.4140 3.6291 -4.1089
C: 2.7937 1.2660 -3.5551
C: 0.7785 -0.1692 5.7751
C: 3.2467 2.4091 -4.1822

Computed properties:
Calculated total energy: -103786.654 eV
Charge: +3
Gap between HOMO and LUMO (spin up / spin down): 8.791 / 5.383 eV
2S+1: 5

Here are the Löwdin charges for atoms 1 to 5, given in e: number 1, H, carries 0.066; number 2, H, carries 0.086; number 3, H, carries 0.172; number 4, C, carries -0.079; number 5, C, carries 0.037

The following is a quantum chemistry calculation of a molecular structure, C19H27N6ORh, from OMol25.

Atoms and positions in Å:
C: -1.1254 3.3010 -1.5430
C: 1.7322 0.7495 -2.5533
H: -2.9331 -0.4738 -3.1663
C: -1.3267 4.3879 -0.5883
N: -1.2761 0.1176 0.9287
H: -3.6716 -0.3442 3.0713
Rh: -0.9283 0.0119 -1.2350
H: 4.5916 -2.0590 -1.7188
C: -1.4286 1.3201 1.3526
H: -2.1052 0.1187 7.0245
H: -2.1493 -1.6772 1.4635
H: 1.6409 -1.2459 0.1730
N: 3.4026 -0.6339 -0.7482
H: 0.8075 -1.6084 -3.3669
C: -1.3617 2.4109 0.4144
H: 1.6132 1.6894 -2.0119
H: -2.6295 -2.6237 -1.2955
C: -0.4965 -0.7694 4.1838
H: 0.1380 -0.5258 6.2170
C: 2.0149 -0.4224 -0.4386
H: -0.9748 3.3920 -2.6105
H: 1.1496 0.7814 -3.4769
N: 3.1201 0.5324 -2.8571
C: -0.6923 -0.4697 5.5259
N: 1.1768 -0.3588 -1.6920
C: -1.4737 3.8104 0.6339
H: 3.1908 -2.7235 -0.8677
C: -1.5620 -0.7152 3.2936
O: -2.4378 -0.9657 -2.5001
H: 1.8903 0.5191 0.1020
C: -3.0213 -0.0552 5.0923
H: -1.3559 5.4402 -0.8280
H: -1.6066 1.5241 2.4066
C: -2.8276 -0.3606 3.7546
C: 3.5404 -1.8981 -1.4889
C: -1.3479 -1.0371 1.8435
H: 4.3149 -0.9115 -3.7901
H: 3.7798 1.4091 -1.0644
C: 1.3857 -1.6576 -2.4423
H: 0.4893 -1.0600 3.8363
H: 1.0082 -2.4732 -1.8219
C: -3.1915 -2.1439 -2.0910
H: 4.9315 0.3055 -1.8285
H: -4.0084 0.2094 5.4485
H: 2.7068 -0.7153 -4.4995
N: 2.7749 -1.8670 -2.7414
H: -4.1745 -1.8535 -1.7299
C: 3.8793 0.4642 -1.6009
H: -1.6394 4.2989 1.5814
H: -0.4171 -1.5910 1.7059
C: 3.2632 -0.7505 -3.5625
H: -3.2810 -2.8271 -2.9308
N: -1.1465 2.1340 -0.9413
C: -1.9519 -0.1097 5.9782

Computed properties:
Calculated total energy: -34119.415 eV
Charge: +2
Gap between HOMO and LUMO (spin up / spin down): 8.053 / 5.311 eV
2S+1: 5

Here are the Löwdin charges for atoms 1 to 5, given in e: number 1, C, carries -0.038; number 2, C, carries -0.179; number 3, H, carries 0.115; number 4, C, carries 0.034; number 5, N, carries -0.031

The following is a quantum chemistry calculation of C19H27NO6 in the gas phase, from OMol25.

Atoms and positions in Å:
C: 3.8087 -0.6228 0.3359
H: 5.4733 2.3770 -1.7565
H: -2.1321 0.1166 2.0249
C: 5.9872 2.1112 -0.8226
H: 7.6918 1.2360 -1.8004
H: 5.7385 -1.5358 -1.2220
C: 7.4859 2.0043 -1.0601
C: 1.9398 1.4534 0.1289
H: 7.9907 1.7386 -0.1353
C: 0.1387 -0.0900 0.9428
H: -2.4637 1.7517 1.3364
H: -5.6195 1.6503 0.3231
H: 3.5602 2.6493 -0.5340
H: -7.3526 -0.2212 -2.9418
H: 6.3684 -3.5710 0.9730
H: 1.2214 2.2506 0.0350
H: 2.1664 -1.7986 0.9981
N: -3.8682 -0.3644 0.0271
C: 2.4753 -0.8207 0.6643
O: 4.6057 -1.7110 0.5018
H: -4.8411 -1.9919 -0.8313
H: -5.3587 0.8378 -1.8797
H: -7.3881 -0.1618 2.0497
C: -2.0101 0.7747 1.1568
H: 7.8715 2.9554 -1.4158
H: 5.5345 -3.9241 -0.5402
C: -5.9900 0.6580 0.6409
C: -7.0348 0.8164 1.7360
C: 3.2643 1.6687 -0.1972
H: -5.8537 -0.9528 -3.5416
C: -5.7198 -0.1525 -1.5503
H: 6.5985 -1.1787 0.2954
H: 7.2339 -3.4232 -0.5656
C: -2.6100 0.1102 -0.0933
C: -6.4927 -0.8276 -2.6728
H: -6.6114 1.3381 2.5894
C: 4.2186 0.6603 -0.0899
H: -4.3020 0.3364 1.9603
O: -6.6058 0.0235 -0.4579
H: -6.8464 -1.8001 -2.3418
O: -0.2832 -1.1763 1.2578
O: -0.6370 1.0160 0.9382
H: -5.1423 -1.1500 1.4612
H: 5.7778 2.8839 -0.0703
C: 5.8489 -1.8274 -0.1713
H: -7.8800 1.3805 1.3533
C: 6.2767 -3.2842 -0.0709
O: -1.9650 0.0113 -1.1149
H: -3.7740 -1.0556 -1.9185
C: -4.5082 -0.9880 -1.1159
C: -4.7830 -0.1691 1.1269
O: 5.5422 0.8503 -0.3629
C: 1.5365 0.2019 0.5764

Computed properties:
Calculated total energy: -33916.413 eV
Charge: 0
Gap between HOMO and LUMO: 8.950 eV
2S+1: 1

Here are the Löwdin charges for atoms 1 to 5, given in e: number 1, C, carries -0.178; number 2, H, carries 0.128; number 3, H, carries 0.132; number 4, C, carries -0.253; number 5, H, carries 0.078